#i
20
Properties=species:S:1:pos:R:3 method="wB97M-V/def2-TZVPD" lumo_energy_ha=0.034 smiles=CCSC.CC orbital_gap_ha=0.3425 multiplicity=1
C -0.2588 0.8804 -3.2524
C -1.1609 1.9966 -3.6450
H -0.1459 -0.0785 -3.7637
H 0.8445 1.1722 -3.6129
H -0.2506 0.6203 -2.1893
H -1.1725 2.7196 -2.9390
H -1.0144 2.1809 -4.7090
H -2.1647 1.6732 -3.7277
C -0.5094 0.1989 1.9627
C 0.5451 1.3763 1.8075
C 1.4715 -1.9428 1.5066
S -0.1436 -1.3897 0.9919
H -0.5898 -0.1604 2.9799
H -1.3782 0.3663 1.6229
H 0.3082 2.1487 2.6157
H 0.2331 1.9342 0.8613
H 1.2774 -3.0569 1.8329
H 2.2514 -1.8111 0.6530
H 2.0424 -1.4399 2.3689
H 1.5320 0.9106 1.8607


#ii
20
Properties=species:S:1:pos:R:3 method="wB97M-V/def2-TZVPD" lumo_energy_ha=0.035 smiles=CCC.CSC orbital_gap_ha=0.3478 multiplicity=1
C -2.3102 0.1463 1.4224
C -2.8720 -0.2680 0.0793
C -3.0733 -0.2060 2.7053
H -2.1562 1.2382 1.3391
H -1.2777 -0.1102 1.6193
H -2.3666 -1.0613 -0.4830
H -3.9125 -0.5923 0.1510
H -3.0302 -1.2854 2.8485
H -4.1190 0.0907 2.6277
H -2.8368 0.5624 -0.6295
H -2.7140 0.3328 3.5815
C 0.8001 0.1719 -1.7606
C 2.8104 0.7047 0.0431
S 2.4705 -0.3596 -1.3281
H 0.8105 1.1902 -2.1620
H 0.3940 -0.4988 -2.5091
H 0.1221 0.2275 -0.9061
H 3.7188 0.2091 0.3974
H 2.0912 0.8229 0.8491
H 2.9950 1.7703 -0.1692


#iii
20
Properties=species:S:1:pos:R:3 method="wB97M-V/def2-TZVPD" lumo_energy_ha=0.037 smiles=CCSC.CC orbital_gap_ha=0.3489 multiplicity=1
C 2.1754 2.1607 -0.3308
C 2.5199 0.7411 -0.8518
H 3.0463 2.8216 -0.3832
H 1.2724 2.5557 -0.7970
H 1.9952 2.1157 0.7435
H 2.0083 0.0182 -0.2204
H 2.1815 0.6292 -1.8749
H 3.5927 0.5818 -0.7875
C -0.6882 -1.3602 0.8968
C -0.8673 -2.2231 -0.3613
C -2.7722 0.5085 0.5614
S -0.9872 0.3954 0.6556
H -1.3806 -1.7558 1.6578
H 0.2688 -1.4863 1.3929
H 0.0104 -2.2135 -1.0009
H -1.6847 -1.8235 -0.9573
H -3.2180 -0.4174 0.8978
H -3.2054 1.2217 1.2641
H -3.1014 0.7552 -0.4408
H -1.1657 -3.2250 -0.0642


The relative energies come out as #i 44.1; #ii 5.7; #iii 0.0, with values in kcal/mol.


#i
21
Properties=species:S:1:pos:R:3 method="wB97M-V/def2-TZVPD" lumo_energy_ha=0.021 smiles="Nc1ccc(OCC(=O)O)cc1" orbital_gap_ha=0.3005 multiplicity=1
C 2.5415 -0.2482 0.1054
C 2.0777 1.0275 0.5456
C 0.8779 1.4934 0.1471
C 0.0338 0.6658 -0.6479
C -2.2518 0.9445 -0.0980
C -2.3323 -0.5041 0.3599
C 0.4068 -0.5653 -1.0994
C 1.6158 -1.0809 -0.6137
H 4.2356 0.0705 0.9982
H 4.1196 -1.5658 0.2464
H 2.7452 1.6448 1.1214
H 0.4694 2.4226 0.6349
H -1.8541 1.5401 0.7671
H -3.1646 1.1962 -0.4816
H -2.8926 0.1316 2.0249
H -0.3023 -1.0445 -1.6499
H 1.8566 -2.1157 -0.9117
N 3.6931 -0.6995 0.5540
O -1.2436 1.0974 -1.1288
O -2.3796 -0.5872 1.6983
O -2.4870 -1.4825 -0.4222


#ii
21
Properties=species:S:1:pos:R:3 method="wB97M-V/def2-TZVPD" lumo_energy_ha="-0.086 / -0.062" orbital_gap_ha="0.2508 / 0.2751" multiplicity=1
N 0.2038 -0.4085 1.3379
O -1.0164 -0.3225 1.3863
O 1.0303 0.4613 1.1000
C 0.8838 -4.8118 0.3921
C 0.3524 -5.1435 1.7415
C 0.2934 -4.1931 2.7419
C -0.1611 -4.5109 3.9984
C -0.5964 -5.8025 4.2609
C -0.5832 -6.7751 3.2584
C -0.1186 -6.4375 2.0024
C 0.6514 -2.7039 2.4585
O 1.7608 -2.2925 1.8144
H 0.7312 -5.7186 -0.2062
H 0.3491 -3.9361 -0.0138
H 1.9542 -4.5638 0.4538
H -0.1583 -3.7122 4.7461
H -0.9797 -6.0492 5.2373
H -1.0129 -7.7576 3.4475
H -0.1363 -7.1503 1.1974
H -0.1201 -2.3669 1.7421
H 0.4671 -2.2064 3.4461


The relative energies come out as #i 0.0; #ii 112.8, with values in kcal/mol.


#i
31
Properties=species:S:1:pos:R:3 method="wB97M-V/def2-TZVPD" lumo_energy_ha=0.030 smiles=Cc1c[nH]c2ccccc12.CCSC orbital_gap_ha=0.3241 multiplicity=1
C 2.6988 0.9818 -1.8459
C 2.5597 2.4730 -1.6167
C 3.0180 0.3117 0.8133
S 3.8961 0.1769 -0.7519
H 1.7098 0.5280 -1.6569
H 2.7966 0.8239 -2.9239
H 1.7322 2.8710 -2.2149
H 3.3978 3.1557 -1.8226
H 3.7547 0.1895 1.6009
H 2.5060 1.2649 1.0169
H 2.1881 -0.3805 0.9310
H 2.3408 2.6869 -0.5702
C -2.3202 -3.1987 1.5633
C -1.2807 -0.3544 -0.5470
C -1.4869 -0.9324 0.6922
C -1.9553 -2.2855 0.4674
C -2.1443 -2.3734 -0.8786
C -1.2326 1.8239 0.3869
C -1.0460 1.0557 -0.7177
C -1.4372 1.2334 1.6747
C -1.3946 -0.1096 1.8612
N -1.7220 -1.2285 -1.5285
H -1.2328 2.9099 0.3969
H -0.7616 1.4946 -1.6579
H -1.7933 1.7947 2.5397
H -1.3715 -0.5422 2.8499
H -1.9396 -0.9251 -2.4691
H -2.5520 -3.1309 -1.5178
H -3.1385 -3.9032 1.5500
H -2.3880 -2.6588 2.5175
H -1.4014 -3.7523 1.8577


#ii
31
Properties=species:S:1:pos:R:3 method="wB97M-V/def2-TZVPD" lumo_energy_ha=-0.002 smiles="CC1=C[S@@H](=CC/N=C/C2CC2)=CC=C1" orbital_gap_ha=0.2194 multiplicity=1
C 0.8025 -3.6746 -1.1746
C -0.6324 -3.9047 -1.2262
C -1.2178 -1.8502 -0.1117
C 1.2837 -2.4361 -0.6508
C -1.5643 -2.9952 -0.7247
C 0.8694 2.6609 0.9583
C 0.1065 -0.6928 1.8463
C 0.2588 4.2252 -1.0443
C 1.1665 4.9091 -0.1330
C 1.2952 3.3986 -0.2949
C -2.9850 -3.2868 -0.8591
C 0.8677 0.5772 2.1533
N 0.9519 1.3639 0.9647
S 0.4175 -1.2226 0.2611
H 1.4937 -4.3732 -1.7424
H -0.8788 -4.9350 -1.6942
H -2.0063 -1.1805 0.2015
H 2.4403 -2.3611 -0.6446
H 0.4819 3.2549 1.8145
H -0.3079 -1.4626 2.5344
H -0.8010 4.0741 -0.8321
H 0.2579 4.1623 -2.1940
H 1.9921 5.5520 -0.5095
H 0.7835 5.5087 0.7528
H 2.2335 2.8849 -0.5786
H -3.7090 -2.6450 -0.3114
H -3.2877 -4.2736 -0.5095
H -3.2143 -3.2309 -1.8737
H 1.9442 0.3803 2.5577
H 0.3364 1.1886 3.0130
H 0.6214 0.3842 0.0517


The relative energies come out as #i 0.0; #ii 193.3, with values in kcal/mol.


#i
23
Properties=species:S:1:pos:R:3 method="wB97M-V/def2-TZVPD" lumo_energy_ha=0.035 smiles=CC(C)C.CCO orbital_gap_ha=0.4141 multiplicity=1
C 1.5949 1.5115 1.1169
C 1.2174 2.2702 2.3727
O 1.0336 2.2137 -0.0095
H 2.6795 1.4387 0.9438
H 1.3012 0.4705 0.9652
H 1.2276 3.3556 2.2042
H 1.4545 3.0766 -0.0681
H 1.8649 1.9776 3.2068
H 0.1717 2.1017 2.6240
C -0.5135 -1.2263 -0.7932
C -0.7309 -0.3619 -2.0428
C -1.5340 -0.8849 0.2588
C -0.5494 -2.7077 -1.1680
H 0.5111 -0.9582 -0.4758
H -0.9116 0.6837 -1.7840
H -1.6672 -0.6757 -2.5546
H -2.5810 -1.0768 0.0007
H -1.3709 -1.4756 1.1600
H -1.5480 0.1416 0.6411
H 0.4285 -3.1296 -1.4076
H -0.8472 -3.2501 -0.2678
H -1.1680 -2.9025 -2.0451
H -0.0631 -0.5923 -2.8778


#ii
23
Properties=species:S:1:pos:R:3 method="wB97M-V/def2-TZVPD" lumo_energy_ha=0.030 smiles=CCCC(C)C.O orbital_gap_ha=0.4156 multiplicity=1
C -0.6125 -0.5592 -2.7536
C -0.5246 -1.5490 -1.5740
C -0.6453 -0.8501 -0.2005
C 0.6783 -0.4836 0.4798
C 1.7613 0.0604 -0.4217
C 0.4536 0.3557 1.7183
H 0.3204 -0.0362 -2.9782
H -0.8255 -1.1298 -3.6668
H -1.4248 0.1377 -2.5750
H 0.4600 -2.0067 -1.5997
H -1.2739 -2.3158 -1.7120
H -1.1927 -1.5583 0.4207
H -1.2888 0.0294 -0.2767
H 1.0468 -1.4782 0.7745
H 1.9144 -0.5690 -1.3012
H 2.7123 0.0496 0.1100
H 1.5938 1.0626 -0.8214
H -0.2898 -0.0388 2.4103
H 1.3839 0.4460 2.2856
H 0.2048 1.3820 1.4265
H -2.2523 3.1755 3.4368
H -0.7422 3.2125 3.5768
O -1.4573 2.6633 3.2415


#iii
23
Properties=species:S:1:pos:R:3 method="wB97M-V/def2-TZVPD" lumo_energy_ha=0.032 smiles=CC(C)C.CCO orbital_gap_ha=0.4102 multiplicity=1
C 1.4508 2.2979 0.7988
C 0.3823 2.8534 -0.1370
O 2.5741 3.1822 0.8933
H 1.0209 2.3643 1.7800
H 1.6226 1.2267 0.5896
H 0.9218 3.1871 -1.0397
H 3.2903 2.8160 0.3649
H 0.0297 3.8217 0.1772
H -0.3876 2.1121 -0.2199
C -0.8432 -1.2876 -0.3417
C -1.7697 -2.0577 -1.2542
C -1.2097 -1.3320 1.1389
C 0.6319 -1.8892 -0.4771
H -0.6211 -0.2431 -0.5853
H -2.7903 -1.6767 -1.0243
H -1.7335 -3.1683 -1.0541
H -1.7853 -2.2315 1.4091
H -0.3007 -1.2195 1.7190
H -1.9967 -0.5638 1.2759
H 0.8323 -2.7319 0.1532
H 0.7936 -2.3035 -1.5093
H 1.4259 -1.1282 -0.3570
H -1.5384 -2.0285 -2.3005


The relative energies come out as #i 15.1; #ii 0.0; #iii 23.0, with values in kcal/mol.


#i
18
Properties=species:S:1:pos:R:3 method="wB97M-V/def2-TZVPD" lumo_energy_ha=0.040 smiles=C[C@@H](N)[C@@H](C)N orbital_gap_ha=0.3712 multiplicity=1
C 0.0267 -1.8224 0.7416
C -0.6366 -0.5869 0.0804
C 0.4213 0.2785 -0.6522
C -0.2295 1.4292 -1.3913
H -0.7362 -2.4548 1.2495
H 0.5833 -2.4565 0.0421
H 0.6906 -1.4660 1.5394
H -1.3914 -0.9246 -0.6449
H -1.9142 -0.2881 1.6479
H -0.5675 0.6444 1.6862
H 0.8665 -0.3835 -1.3971
H -0.9672 1.0683 -2.1144
H 0.4905 2.0258 -1.9734
H -0.6904 2.0830 -0.6774
H 1.8219 1.6539 -0.0061
H 2.1479 0.1410 0.4724
N -1.3046 0.2679 1.0677
N 1.3889 0.7908 0.3295


#ii
18
Properties=species:S:1:pos:R:3 method="wB97M-V/def2-TZVPD" lumo_energy_ha=0.031 smiles="C=CN.CNC" orbital_gap_ha=0.3417 multiplicity=1
C 2.2373 -3.5482 -0.3899
C 1.1604 -3.5074 -1.2706
N -0.1010 -2.9151 -1.0821
H 2.2441 -2.7261 0.3662
H 2.9125 -4.3444 -0.2054
H 1.0603 -4.2019 -2.0734
H 0.1082 -2.1447 -0.4087
H -0.4729 -2.4352 -1.8980
C 0.1799 2.2352 0.3006
N -0.8084 2.3170 1.4051
C -2.1303 2.8183 0.9195
H 0.7233 1.3008 0.3806
H -0.4048 2.3561 -0.6339
H 0.9975 2.9361 0.3790
H -0.4771 3.1127 1.9673
H -1.9515 3.4222 0.0379
H -2.5728 3.3633 1.7717
H -2.7045 1.9614 0.4341


The relative energies come out as #i 0.0; #ii 57.8, with values in kcal/mol.